[1]
# C5H10MgO3

A molecular structure, C5H10MgO3 (wB97M-V/def2-TZVPD, the OMol25 dataset).

Geometry as XYZ:
```
19
Properties=species:S:1:pos:R:3:forces:R:3:lowdin_charge:R:1
C -0.64836 2.20996 -0.35446 0.4 0.1 -0.1 -0.231
O -1.87103 1.42549 -0.25643 -0.4 -0.2 -0.1 -0.253
C -1.84633 0.39178 0.68171 0.1 0.3 0.1 -0.246
C -1.30473 -0.92575 0.15917 -0.5 -0.3 0.0 -0.170
O 0.10925 -0.87629 -0.04628 0.3 0.2 -0.1 -0.301
C 0.68420 -2.13550 -0.36331 0.1 -0.4 0.0 -0.061
H -0.75399 2.77267 -1.29878 0.0 -0.2 0.3 0.031
H -0.67694 2.97135 0.45239 0.0 -0.2 -0.3 0.039
H -2.88448 0.19593 0.99099 0.2 0.0 -0.1 0.133
H -1.28296 0.68590 1.58737 -0.1 -0.1 -0.1 0.135
H -1.79292 -1.19120 -0.79236 0.1 0.1 0.2 0.142
H -1.51908 -1.71645 0.89562 0.1 0.1 -0.1 0.135
H 1.76201 -1.98496 -0.49106 -0.3 -0.1 0.0 0.095
H 0.50782 -2.84404 0.45809 0.0 0.2 -0.2 0.104
H 0.24180 -2.53080 -1.28921 0.1 0.1 0.2 0.105
Mg 1.05701 0.90877 -0.37676 0.2 0.4 0.4 0.767
O 2.77849 0.88319 0.85387 0.0 0.0 -0.6 -0.212
C 3.16279 0.85475 -0.34610 -0.1 0.0 0.3 -0.232
H 4.27743 0.90520 -0.46443 -0.2 -0.1 0.0 0.020
```
Forces are in eV/Å.

The net charge is 0. As for the HOMO-LUMO gap: 8.27 eV. The spin multiplicity is 1.

***

[2]
# C5H12NO2

2 unconnected molecules or ions with the total composition C5H12NO2 in a non-equilibrium geometry (wB97M-V/def2-TZVPD, the OMol25 dataset).

Geometry as XYZ:
```
20
Properties=species:S:1:pos:R:3:forces:R:3:lowdin_charge:R:1
C 0.88954 0.63642 1.14749 2.1 -1.7 -0.7 -0.233
C 1.13466 1.13262 -0.28400 -0.1 1.0 -1.2 -0.235
C -0.08151 1.19650 -1.22486 1.9 0.2 0.2 -0.169
C -0.77022 2.30453 -1.46477 -1.2 -0.4 0.0 -0.029
N 0.57352 -0.86598 1.22567 -0.4 2.8 1.3 -0.049
C -0.90478 -1.19086 1.40815 0.9 -0.4 -1.8 -0.450
O -1.49923 -1.33799 0.20511 -0.8 1.0 0.0 -0.299
H 0.29723 1.36176 1.69708 -0.6 -0.5 0.2 0.097
H 1.93827 0.68236 1.52669 -0.7 0.3 0.5 0.086
H 1.93422 0.51580 -0.77043 -0.7 0.2 0.4 0.109
H 1.58110 2.14839 -0.27698 -0.2 -0.2 0.4 0.096
H -0.06242 0.29750 -1.79923 -1.4 -0.6 -0.2 0.085
H -1.74935 2.40409 -1.95075 0.7 -0.6 -0.5 0.047
H -0.52846 3.22051 -0.99272 0.5 0.8 0.9 0.022
H 0.85039 -1.16028 0.30310 -0.4 -0.7 -0.2 0.052
H -0.87039 -2.16061 1.93021 -0.2 0.0 0.6 0.073
H -1.39644 -0.39862 2.02968 0.5 -0.3 0.0 0.090
H -0.00088 -3.64489 -0.73251 0.1 0.1 0.8 -0.039
H -0.85473 -2.13533 -0.73599 0.0 -1.2 1.2 -0.041
O -0.48053 -3.00593 -1.24093 0.0 0.5 -1.9 -0.213
```
Forces are in eV/Å.

The net charge is -1. As for the HOMO-LUMO gap: 7.25 eV. The spin multiplicity is 1.

***

[3]
# C6H16N

A single C6H16N molecule in a non-equilibrium geometry (wB97M-V/def2-TZVPD, the OMol25 dataset).

Geometry as XYZ:
```
23
Properties=species:S:1:pos:R:3:forces:R:3:mulliken_spin:R:1
C 0.13665 -1.18563 1.86926 -2.2 -0.6 2.4 0.017
C -0.73461 -0.19731 1.10701 1.3 0.5 -2.6 0.797
C 0.18064 0.55169 0.09630 -1.2 0.7 -1.1 -0.525
C -0.50964 1.77075 -0.56657 -0.3 0.6 2.4 0.289
C 0.78165 -0.29324 -1.03218 0.8 -0.6 0.5 0.299
C 1.99957 0.36123 -1.69372 0.7 -1.0 0.1 -0.017
N -1.90344 -0.90924 0.42058 0.8 0.4 0.2 1.872
H -0.46491 -1.31285 2.80441 0.7 -0.3 -0.2 -0.157
H 0.17026 -2.19337 1.47011 0.0 0.1 -0.5 0.046
H 1.13493 -0.92226 2.21349 0.0 0.6 -0.5 -0.025
H -1.26147 0.61173 1.61421 0.4 -0.4 0.9 0.198
H 0.94676 0.94498 0.77265 0.3 -0.1 -0.3 0.002
H -1.12241 1.54401 -1.42897 0.3 0.1 -0.4 -0.084
H -1.16932 2.23615 0.18923 -0.4 -0.4 -0.2 -0.061
H 0.17226 2.61787 -0.61597 0.4 -0.2 -1.1 0.021
H 1.10871 -1.23259 -0.56320 0.1 0.0 -0.4 0.140
H 0.07765 -0.57811 -1.81891 -0.4 0.2 0.3 -0.165
H 1.85329 1.37764 -2.05522 0.0 0.0 0.3 -0.004
H 2.84209 0.23641 -1.00019 -0.1 0.8 0.0 -0.002
H 2.36520 -0.22651 -2.54587 -0.5 0.0 -0.1 0.001
H -2.30760 -1.59894 1.09311 -0.5 -0.1 -0.1 -0.687
H -2.63278 -0.20627 0.13254 -0.3 -0.1 0.2 -0.532
H -1.66348 -1.39613 -0.46209 0.2 -0.3 0.0 -0.422
```
Forces are in eV/Å.

The net charge is 0. Its expectation value of S² is 0.75. As for the HOMO-LUMO gap (spin up / spin down): 4.50 / 12.11 eV. The spin multiplicity is 2.

***

[4]
# C6H6O

A molecular structure, C6H6O in a non-equilibrium geometry (wB97M-V/def2-TZVPD, the OMol25 dataset).

Geometry as XYZ:
```
13
Properties=species:S:1:pos:R:3:forces:R:3:lowdin_charge:R:1
O 1.85880 -0.20524 0.75601 0.1 -0.2 0.1 -0.048
C 0.53622 -0.08578 1.22372 -0.4 -0.3 0.3 -0.138
C 0.35700 1.09098 -0.27883 -0.3 -0.5 0.9 -0.042
C -1.00593 0.89528 -0.85000 -0.2 -0.1 0.5 -0.061
C -1.33205 -0.34981 -0.48119 -0.1 0.0 -0.1 -0.041
C -0.11217 -0.96646 0.16850 -0.1 -0.4 -0.1 -0.168
C 1.09896 -0.20243 -0.47994 0.2 -0.2 -0.4 -0.237
H 0.45242 -0.04585 2.32251 -0.3 0.2 -0.4 0.145
H 0.56314 1.63614 0.62525 0.9 1.8 -0.8 0.110
H -1.62117 1.60914 -1.39281 0.1 -0.1 0.3 0.098
H -2.30202 -0.82237 -0.56071 0.1 -0.1 -0.3 0.098
H -0.10274 -2.04316 0.34424 0.0 -0.1 -0.2 0.130
H 1.60956 -0.51046 -1.39676 0.0 0.1 0.1 0.152
```
Forces are in eV/Å.

The net charge is 0. As for the HOMO-LUMO gap: 8.92 eV. The spin multiplicity is 1.

***

What energy above the lowest of the compared OMol25 structures with the same formula, charge and spin values result from the calculations? In sequence: 70.93, 86.87, 39.89, 137.18 kcal/mol.
What E values result from the calculations? In sequence: -16931.99439, -10963.22311, -7968.04520, -8360.55761 eV.